# 1
A cluster of 3 separate species, C15H30FNO8S2 in total. Source: OMol25; level of theory: ωB97M-V/def2-TZVPD.

Element x y z (Å)
O1 -5.288 1.034 -5.562
C1 -4.213 1.316 -5.160
S1 -2.701 0.956 -6.100
O2 -4.044 2.036 -3.997
C2 -3.350 1.322 -3.015
F1 -3.440 2.047 -1.880
N1 -3.957 0.004 -2.797
C3 -3.215 -0.845 -2.332
S2 -2.285 -1.798 -1.539
H1 -2.662 -0.353 -5.812
H2 -2.293 1.216 -3.274
C4 -1.937 0.298 5.442
O3 -1.729 -1.039 5.044
C5 -2.608 -1.484 4.027
C6 -1.906 -2.384 3.034
O4 -0.995 -1.727 2.169
C7 0.214 -1.213 2.703
C8 1.223 -2.254 3.132
O5 0.831 -2.899 4.331
C9 1.111 -4.280 4.356
H3 -2.809 0.384 6.100
H4 -1.052 0.621 5.987
H5 -2.068 0.956 4.576
H6 -3.047 -0.635 3.492
H7 -3.420 -2.056 4.496
H8 -2.675 -2.789 2.371
H9 -1.438 -3.234 3.534
H10 0.026 -0.492 3.501
H11 0.653 -0.655 1.875
H12 2.182 -1.749 3.313
H13 1.360 -2.981 2.324
H14 0.785 -4.770 3.432
H15 0.556 -4.712 5.188
H16 2.180 -4.466 4.509
C10 0.779 2.298 0.475
O6 1.794 1.666 -0.276
C11 1.487 0.339 -0.664
C12 1.973 0.036 -2.064
O7 1.240 0.670 -3.101
C13 1.366 2.072 -3.275
C14 2.702 2.534 -3.814
O8 3.723 2.435 -2.838
C15 4.964 2.001 -3.349
H17 0.781 1.953 1.515
H18 0.978 3.369 0.460
H19 -0.210 2.124 0.037
H20 0.406 0.158 -0.616
H21 1.987 -0.345 0.035
H22 1.822 -1.034 -2.229
H23 3.044 0.224 -2.157
H24 1.102 2.613 -2.364
H25 0.614 2.327 -4.027
H26 2.608 3.588 -4.107
H27 2.954 1.947 -4.705
H28 4.844 1.123 -3.993
H29 5.588 1.722 -2.501
H30 5.464 2.799 -3.910

Summary:
HOMO-LUMO gap   9.22 eV
Charge   0
Molar mass   435.54 g/mol
SMILES   O=C(S)O[C@@H](F)N=C=S.COCCOCCOC.COCCOCCOC
Multiplicity   1
Electronic energy   -2142.29281 Ha


# 2
A cluster of 2 separate species, C15H30N3 in total. Source: OMol25; level of theory: ωB97M-V/def2-TZVPD.

Element x y z (Å)
C1 -5.755 0.611 -1.031
C2 -4.344 0.033 -1.138
C3 -3.667 -0.130 0.219
C4 -2.219 -0.604 0.154
N1 -1.224 0.486 0.009
C5 -1.044 1.025 -1.254
C6 -0.651 0.203 -2.339
C7 -0.411 0.750 -3.591
C8 -0.524 2.114 -3.776
N2 -0.875 2.874 -2.727
C9 -1.143 2.386 -1.501
H1 -6.464 -0.135 -0.673
H2 -6.110 0.967 -2.000
H3 -5.775 1.460 -0.343
H4 -4.392 -0.950 -1.619
H5 -3.744 0.664 -1.805
H6 -4.232 -0.862 0.806
H7 -3.727 0.807 0.786
H8 -2.088 -1.292 -0.685
H9 -1.949 -1.160 1.053
H10 -1.477 1.221 0.663
H11 -0.532 -0.860 -2.169
H12 -0.117 0.121 -4.420
H13 -0.341 2.610 -4.718
H14 -0.952 3.874 -2.867
H15 -1.422 3.107 -0.742
C10 4.911 -0.933 3.160
C11 4.329 -0.973 1.756
N3 3.050 -1.661 1.691
C12 2.625 -1.971 0.342
C13 2.296 -0.802 -0.598
C14 2.022 -1.176 2.596
C15 1.612 0.300 2.493
H16 4.985 -1.939 3.574
H17 5.911 -0.499 3.129
H18 4.314 -0.324 3.839
H19 5.014 -1.522 1.105
H20 4.285 0.055 1.360
H21 1.754 -2.630 0.411
H22 3.419 -2.566 -0.117
H23 1.349 -0.330 -0.336
H24 2.223 -1.171 -1.626
H25 3.074 -0.037 -0.582
H26 2.356 -1.368 3.618
H27 1.143 -1.811 2.454
H28 2.479 0.958 2.417
H29 1.059 0.593 3.388
H30 0.970 0.487 1.632

Summary:
HOMO-LUMO gap   5.80 eV
Charge   +1
Energy relative to the best compared isomer or geometry (same formula, charge and spin)   5.0 kcal per mole
Molar mass   252.43 g/mol
Multiplicity   1
Electronic energy   -753.56640 Ha


# 3
A structure of composition C15H30N4O2ScSi. Source: OMol25; level of theory: ωB97M-V/def2-TZVPD.

Element x y z (Å)
Sc1 0.120 -0.542 -0.040
O1 2.122 -0.339 -0.469
N1 2.606 0.825 -0.757
N2 1.711 1.707 -0.822
O2 0.449 1.402 -0.585
C1 2.047 3.073 -1.144
C2 3.220 3.339 -1.833
C3 3.526 4.661 -2.112
C4 2.671 5.679 -1.711
C5 1.501 5.383 -1.028
C6 1.176 4.067 -0.736
H1 3.872 2.535 -2.141
H2 4.435 4.893 -2.649
H3 2.919 6.708 -1.936
H4 0.838 6.178 -0.715
H5 0.273 3.814 -0.201
C7 -2.013 -0.177 -2.340
N3 -1.977 -0.626 -0.937
C8 -2.912 0.193 -0.139
C9 -2.316 -2.061 -0.794
C10 -1.272 -2.951 -1.448
N4 0.081 -2.691 -0.897
C11 0.322 -3.531 0.298
C12 1.119 -2.981 -1.907
H6 -2.997 -0.361 -2.782
H7 -1.259 -0.691 -2.937
H8 -1.798 0.889 -2.374
H9 -3.934 0.083 -0.513
H10 -2.622 1.241 -0.207
H11 -2.877 -0.118 0.904
H12 -3.303 -2.267 -1.222
H13 -2.376 -2.271 0.279
H14 -1.242 -2.774 -2.522
H15 -1.543 -4.001 -1.309
H16 0.358 -4.587 0.016
H17 -0.468 -3.384 1.034
H18 1.274 -3.258 0.756
H19 1.054 -4.022 -2.237
H20 2.102 -2.798 -1.479
H21 0.990 -2.326 -2.769
C13 -1.769 -1.736 3.189
Si1 -0.329 -0.613 2.655
C14 1.186 -1.215 3.611
C15 -0.750 1.124 3.276
H22 -1.882 -1.680 4.276
H23 -1.598 -2.789 2.946
H24 -2.731 -1.446 2.758
H25 0.996 -1.175 4.687
H26 2.063 -0.597 3.405
H27 1.445 -2.247 3.363
H28 -0.924 1.112 4.356
H29 -1.650 1.526 2.804
H30 0.065 1.824 3.080

Summary:
HOMO-LUMO gap   7.56 eV
Charge   +1
Energy relative to the best compared isomer or geometry (same formula, charge and spin)   0.0 kcal per mole
Molar mass   371.47 g/mol
Multiplicity   1
Electronic energy   -2009.06975 Ha


# 4
A structure of composition C15H31AlClN4O4S. Source: OMol25; level of theory: ωB97M-V/def2-TZVPD.

Element x y z (Å)
O1 -1.184 3.879 0.358
Al1 0.332 4.339 -0.593
Cl1 -0.267 5.975 -2.032
C1 1.232 2.769 -1.537
C2 0.638 2.444 -2.977
C3 -0.287 1.159 -3.028
C4 -1.045 0.847 -1.685
C5 -2.437 0.105 -1.906
C6 -3.546 0.911 -1.112
C7 -4.922 0.130 -1.198
S1 -6.184 0.869 -2.309
C8 -5.989 2.654 -2.359
N1 -6.077 3.366 -3.506
N2 -5.907 4.666 -3.112
C9 -5.740 4.706 -1.788
O2 -5.773 3.423 -1.255
H1 -1.152 2.970 0.691
H2 1.382 4.950 0.463
H3 2.304 3.088 -1.706
H4 1.312 1.854 -0.883
H5 1.525 2.234 -3.647
H6 0.095 3.337 -3.400
H7 0.285 0.270 -3.428
H8 -1.077 1.369 -3.813
H9 -1.291 1.827 -1.192
H10 -0.347 0.250 -1.032
H11 -2.745 0.063 -2.982
H12 -2.394 -0.921 -1.437
H13 -3.270 0.971 -0.029
H14 -3.577 1.951 -1.518
H15 -4.687 -0.885 -1.631
H16 -5.302 -0.090 -0.160
H17 -5.579 5.617 -1.175
C10 4.697 -0.292 1.377
C11 3.761 -0.182 0.198
O3 3.472 0.888 -0.306
N3 3.234 -1.339 -0.298
C12 3.462 -2.691 0.172
H18 5.037 0.700 1.665
H19 4.179 -0.743 2.226
H20 5.567 -0.895 1.109
H21 2.617 -1.200 -1.084
H22 3.886 -3.278 -0.646
H23 2.503 -3.122 0.466
H24 4.139 -2.719 1.020
C13 1.682 -3.361 3.601
C14 2.911 -4.232 3.668
O4 3.950 -3.937 3.097
N4 2.831 -5.379 4.397
C15 1.691 -5.886 5.135
H25 1.887 -2.485 2.990
H26 0.856 -3.914 3.148
H27 1.403 -3.029 4.602
H28 3.684 -5.918 4.404
H29 1.970 -5.987 6.185
H30 1.426 -6.868 4.738
H31 0.832 -5.226 5.056

Summary:
HOMO-LUMO gap   6.25 eV
Charge   -1
Energy relative to the best compared isomer or geometry (same formula, charge and spin)   26.4 kcal per mole
Molar mass   425.94 g/mol
Multiplicity   1
Electronic energy   -2211.06839 Ha


# 5
A structure of composition C15H31BF4P2Re. Source: OMol25; level of theory: ωB97M-V/def2-TZVPD.

Element x y z (Å)
P1 0.225 -2.561 -5.005
P2 -0.163 0.514 -4.906
C1 -0.261 -1.689 -6.570
C2 0.485 -0.389 -6.520
H1 -1.344 -1.558 -6.544
H2 0.024 -2.369 -7.384
H3 1.573 -0.497 -6.410
H4 0.289 0.224 -7.407
C3 -1.527 1.299 -5.997
H5 -1.982 2.148 -5.478
H6 -2.296 0.548 -6.204
H7 -1.131 1.671 -6.950
C4 0.977 1.983 -5.464
H8 0.714 2.307 -6.470
H9 2.017 1.676 -5.500
H10 0.898 2.879 -4.847
C5 -0.901 -3.974 -5.137
H11 -0.973 -4.533 -4.195
H12 -0.527 -4.610 -5.945
H13 -1.896 -3.597 -5.411
C6 1.834 -3.246 -5.589
H14 2.511 -2.431 -5.848
H15 1.594 -3.798 -6.495
H16 2.317 -3.885 -4.847
Re1 0.121 -1.304 -3.256
C7 0.298 3.333 -1.016
C8 -0.988 3.298 -1.462
C9 -1.603 2.921 -2.767
C10 -2.325 1.515 -2.889
C11 -1.641 0.421 -3.601
C12 1.586 0.090 -2.557
C13 1.266 1.522 -2.551
C14 1.504 2.427 -1.318
C15 0.998 -3.148 -2.568
H17 0.485 4.054 -0.212
H18 -1.725 3.781 -0.796
H19 -0.943 3.098 -3.616
H20 -2.431 3.630 -2.914
H21 -2.578 1.145 -1.887
H22 -3.287 1.678 -3.444
H23 -2.305 -0.431 -3.801
H24 2.421 -0.204 -1.927
H25 0.184 1.569 -2.724
H26 1.793 1.948 -3.413
H27 1.792 1.819 -0.438
H28 2.368 3.091 -1.510
H29 1.770 -2.862 -1.838
H30 1.492 -3.873 -3.235
H31 0.172 -3.707 -2.054
F1 -0.715 -1.247 -1.509
B1 -0.050 -0.122 1.422
F2 1.112 -0.034 0.761
F3 -0.963 0.866 1.368
F4 -0.285 -1.177 2.217

Summary:
⟨S²⟩   3.7870
HOMO-LUMO gap (spin up / spin down)   6.06 / 4.57 eV
Charge   +2
Energy relative to the best compared isomer or geometry (same formula, charge and spin)   46.3 kcal per mole
Molar mass   546.37 g/mol
Multiplicity   4
Electronic energy   -1774.68445 Ha


# 6
A cluster of 7 separate species, C15H31Br12NO in total. Source: OMol25; level of theory: ωB97M-V/def2-TZVPD.

Element x y z (Å)
C1 -0.903 -0.190 -1.380
N1 -0.243 0.555 -2.447
C2 -0.317 0.002 -3.778
C3 0.425 1.663 -2.149
O1 1.022 2.410 -2.966
H1 -0.862 0.175 -0.354
H2 -0.445 -1.165 -1.217
H3 -1.976 -0.259 -1.559
H4 0.362 0.499 -4.471
H5 -0.113 -1.068 -3.750
H6 -1.287 0.229 -4.219
H7 0.172 1.977 -1.125
Br1 6.287 -2.570 -1.744
C4 5.153 -3.260 -3.299
C5 4.275 -4.414 -2.891
Br2 5.268 -6.058 -2.997
H8 5.778 -3.589 -4.129
H9 4.558 -2.405 -3.620
H10 3.542 -4.520 -3.690
H11 3.764 -4.281 -1.938
Br3 0.115 -9.421 2.532
C6 -0.305 -8.108 1.027
C7 -1.468 -8.680 0.193
Br4 -1.705 -7.522 -1.414
H12 0.635 -8.133 0.475
H13 -0.561 -7.161 1.502
H14 -2.303 -8.563 0.885
H15 -1.301 -9.713 -0.114
Br5 5.262 8.504 -0.377
C8 6.910 8.179 -1.430
C9 8.098 8.037 -0.418
Br6 8.061 6.106 0.343
H16 7.104 8.998 -2.122
H17 6.834 7.294 -2.063
H18 8.029 8.710 0.437
H19 9.130 8.210 -0.721
Br7 -5.687 -2.269 3.652
C10 -6.393 -0.392 3.804
C11 -7.222 -0.385 5.128
Br8 -8.126 1.420 5.247
H20 -6.949 -0.197 2.887
H21 -5.459 0.169 3.851
H22 -6.639 -0.595 6.025
H23 -8.089 -1.044 5.141
Br9 -4.189 6.110 -4.397
C12 -3.136 7.563 -5.264
C13 -3.601 7.669 -6.700
Br10 -2.205 8.649 -7.686
H24 -2.072 7.333 -5.305
H25 -3.261 8.411 -4.591
H26 -4.492 8.296 -6.692
H27 -3.737 6.693 -7.165
Br11 1.270 -3.495 7.173
C14 -0.413 -2.961 7.912
C15 -1.025 -4.027 8.883
Br12 -2.783 -3.395 9.503
H28 -0.987 -2.720 7.018
H29 -0.170 -2.064 8.482
H30 -0.439 -4.291 9.764
H31 -1.193 -4.944 8.319

Summary:
HOMO-LUMO gap   9.44 eV
Charge   0
Energy relative to the best compared isomer or geometry (same formula, charge and spin)   56.2 kcal per mole
Molar mass   1200.27 g/mol
SMILES   CN(C)C=O.BrCCBr.BrCCBr.BrCCBr.BrCCBr.BrCCBr.BrCCBr
Multiplicity   1
Electronic energy   -31608.24000 Ha


Question: Which of these has the lowest electronic energy?
Answer: C15H31Br12NO